{"formula": "C25H21BrN2O2Pt", "method": "ωB97M-V with the def2-TZVPD basis set", "elements": ["C", "C", "C", "H", "C", "C", "H", "H", "H", "H", "Pt", "Br", "C", "C", "C", "H", "C", "C", "H", "H", "H", "H", "O", "C", "N", "C", "C", "O", "N", "C", "C", "C", "C", "C", "C", "C", "C", "C", "C", "C", "C", "H", "H", "H", "H", "H", "H", "H", "H", "H", "H", "H"], "xyz": [[-1.32, -0.78, -1.99], [-1.25, -1.76, -0.97], [-1.98, -1.23, 0.19], [-0.85, -2.77, -1.06], [-2.27, 0.18, -0.10], [-1.91, 0.40, -1.48], [-2.14, 1.29, -2.07], [-1.05, -0.94, -3.04], [-2.33, -1.76, 1.07], [-2.91, 0.81, 0.51], [-0.22, -0.30, 0.90], [1.07, -2.26, 1.51], [1.94, 0.81, 0.24], [1.20, 1.73, -0.63], [1.32, 1.29, -1.95], [0.59, 2.55, -0.23], [2.21, 0.15, -1.97], [2.63, -0.11, -0.66], [3.25, -0.93, -0.30], [2.25, 1.06, 1.27], [0.74, 1.65, -2.79], [2.42, -0.45, -2.85], [0.81, 2.73, 2.36], [0.01, 2.02, 2.93], [-0.47, 2.11, 4.24], [-1.15, 0.91, 4.66], [-1.57, 0.36, 3.31], [-2.51, -0.44, 3.04], [-0.74, 0.92, 2.39], [-0.13, -0.05, 5.30], [0.00, -1.36, 4.87], [0.99, -2.20, 5.40], [1.79, -1.74, 6.44], [1.63, -0.42, 6.91], [0.68, 0.43, 6.33], [-2.38, 1.22, 5.46], [-2.70, 0.53, 6.63], [-3.87, 0.85, 7.31], [-4.73, 1.83, 6.82], [-4.41, 2.49, 5.63], [-3.24, 2.19, 4.94], [-0.05, 2.79, 4.87], [-0.68, -1.74, 4.10], [1.12, -3.19, 4.97], [2.56, -2.38, 6.87], [2.25, -0.02, 7.71], [0.54, 1.45, 6.68], [-2.02, -0.25, 6.97], [-4.11, 0.30, 8.22], [-5.66, 2.06, 7.35], [-5.08, 3.24, 5.21], [-2.99, 2.69, 4.00]], "nbo_charge": [-0.3086, -0.2893, -0.4483, 0.2158, -0.3838, -0.2551, 0.1883, 0.1918, 0.2554, 0.2188, 0.9405, -0.6688, -0.4782, -0.3059, -0.3661, 0.2057, -0.3417, -0.3048, 0.1940, 0.2249, 0.1758, 0.1721, -0.6208, 0.7957, -0.6639, -0.0984, 0.6772, -0.6560, -0.7314, -0.0280, -0.1845, -0.1886, -0.2348, -0.2487, -0.1632, 0.1003, -0.2274, -0.2211, -0.2422, -0.2185, -0.1977, 0.3923, 0.2641, 0.2248, 0.1983, 0.1931, 0.1908, 0.2267, 0.1971, 0.1963, 0.2007, 0.2353], "homo_lumo_gap_ev": [4.13, 4.37], "charge": -2, "e_homo_ha": [0.0091, 0.0002], "de_lowest_kcal_mol": 0.00, "s_squared": 2.017, "fmax_ev_per_a": 3.08, "spin_multiplicity": 3, "lumo_energy_ev": [4.37, 4.37], "energy_ev": -106628.9557}